This record from the OMol25 dataset describes a cluster of 7 separate species, C45H100N4O7 in total at a distorted geometry. The level of theory is ωB97M-V/def2-TZVPD.

XYZ file:
```
156
Properties=species:S:1:pos:R:3
C -9.6339 -0.0954 -41.7430
C -10.9160 -0.6186 -41.0854
C -11.9201 0.5301 -40.9720
C -11.4387 -1.7253 -42.0170
C -12.6390 -2.4246 -41.4279
C -12.2927 -2.9620 -40.0370
C -11.5551 -2.0255 -39.0777
C -12.6005 -1.1827 -38.2974
C -10.7254 -2.8845 -38.1172
N -10.5282 -1.2352 -39.8159
O -9.9499 -0.2588 -38.9692
H -9.8159 0.2726 -42.7567
H -9.1857 0.7269 -41.1866
H -8.9114 -0.9084 -41.8289
H -11.5652 1.2802 -40.2580
H -12.0292 1.0747 -41.9096
H -12.8911 0.1784 -40.6283
H -11.6604 -1.2380 -42.9665
H -10.6282 -2.4535 -42.1124
H -13.4894 -1.7377 -41.3527
H -13.0179 -3.2668 -42.0088
H -11.7362 -3.8921 -40.1778
H -13.2313 -3.2609 -39.5597
H -12.3708 -0.1449 -38.0678
H -12.7863 -1.7224 -37.3663
H -13.5656 -1.2030 -38.8070
H -10.1606 -3.6536 -38.6345
H -11.3151 -3.2570 -37.2747
H -9.9993 -2.2250 -37.6299
H -10.6797 0.2099 -38.5433
C -14.3245 -13.1603 -33.8278
C -13.1109 -12.4565 -33.1582
C -13.0187 -11.0194 -33.6570
C -13.2866 -12.3931 -31.6402
C -12.9561 -13.7221 -30.9214
C -11.5439 -14.1128 -31.3190
C -11.3920 -14.3386 -32.8096
C -9.9092 -14.5503 -33.1253
C -12.1501 -15.5686 -33.2828
N -11.8312 -13.0960 -33.4527
O -11.4878 -13.0463 -34.8231
H -14.7853 -12.4946 -34.5642
H -14.0409 -14.0676 -34.3500
H -15.1328 -13.3338 -33.1140
H -12.0678 -10.5933 -33.3244
H -12.9917 -10.9917 -34.7477
H -13.8299 -10.4036 -33.2683
H -12.5890 -11.6462 -31.2504
H -14.3145 -12.1119 -31.4127
H -13.0041 -13.5226 -29.8503
H -13.6961 -14.4737 -31.2013
H -11.2162 -15.0188 -30.7927
H -10.8613 -13.3420 -30.9451
H -9.4757 -15.1134 -32.2983
H -9.4222 -13.5708 -33.1104
H -9.7408 -15.0257 -34.0862
H -11.6982 -16.4568 -32.8252
H -12.0114 -15.7036 -34.3572
H -13.2097 -15.5852 -33.0399
H -10.7509 -12.4254 -34.8496
C -8.9871 1.2595 -32.8592
C -9.4705 0.5204 -34.1240
C -9.6774 1.5680 -35.2230
C -8.3630 -0.4197 -34.5845
C -8.3251 -1.7620 -33.8550
C -9.6737 -2.4259 -33.8135
C -10.7802 -1.5008 -33.2671
C -12.1021 -2.1614 -33.6239
C -10.6522 -1.3803 -31.7347
N -10.7110 -0.2317 -33.9996
O -11.7044 0.6578 -33.4784
H -9.8263 1.6377 -32.2744
H -8.3851 0.6060 -32.2272
H -8.3763 2.1220 -33.1272
H -10.1876 1.1489 -36.0924
H -10.3082 2.3781 -34.8473
H -8.7331 2.0121 -35.5388
H -8.4344 -0.6079 -35.6630
H -7.3750 0.0272 -34.4499
H -7.5266 -2.3783 -34.2721
H -7.9932 -1.5837 -32.8197
H -9.7116 -3.3143 -33.1821
H -9.9095 -2.7066 -34.8479
H -12.2192 -2.3466 -34.6957
H -13.0073 -1.6440 -33.2941
H -12.1797 -3.1513 -33.1553
H -10.2758 -2.2783 -31.2461
H -11.6162 -1.1042 -31.3062
H -9.9668 -0.5777 -31.4795
H -12.4227 0.5858 -34.1140
C -11.1134 -7.3939 -33.7714
C -10.5444 -7.5562 -35.1538
C -11.7239 -7.9797 -36.0616
C -10.0282 -6.1762 -35.6065
C -8.8701 -6.1534 -36.6187
C -8.8410 -7.4579 -37.4043
C -8.6397 -8.6166 -36.4393
C -8.9887 -9.9402 -37.1423
C -7.1451 -8.6725 -36.1227
N -9.3972 -8.4681 -35.1856
O -9.6235 -9.7160 -34.5596
H -10.3625 -7.2239 -32.9940
H -11.7809 -6.5337 -33.6999
H -11.6396 -8.2780 -33.4040
H -12.5778 -7.3598 -35.7803
H -11.5852 -7.8735 -37.1340
H -11.9593 -9.0215 -35.8263
H -10.8444 -5.6823 -36.1386
H -9.7117 -5.6174 -34.7242
H -8.9973 -5.3287 -37.3274
H -7.9178 -5.8967 -36.1482
H -8.0223 -7.4480 -38.1221
H -9.7920 -7.5523 -37.9276
H -8.6102 -10.8025 -36.5950
H -8.5721 -9.9751 -38.1526
H -10.0644 -10.0727 -37.2704
H -6.8433 -9.4796 -35.4378
H -6.7516 -7.7408 -35.7232
H -6.5501 -8.9674 -36.9945
H -8.7908 -9.8926 -34.1087
C -3.4143 -12.3521 -39.3822
C -4.9109 -12.3773 -39.5574
C -5.6234 -11.1683 -38.9775
O -5.1715 -12.5033 -40.9551
H -3.0237 -11.4128 -39.7713
H -2.9419 -13.2159 -39.8499
H -3.1632 -12.4876 -38.3257
H -5.2994 -13.2806 -39.0631
H -5.8041 -11.1256 -37.9083
H -6.6077 -11.2185 -39.4621
H -5.1509 -10.2582 -39.3568
H -6.0337 -12.1313 -41.1579
C -12.5874 -11.4124 -37.7992
C -13.4166 -12.6758 -37.5792
C -14.5186 -12.9123 -38.5942
O -12.5748 -13.8067 -37.5238
H -13.1491 -10.4794 -37.7823
H -11.9433 -11.4290 -38.6881
H -11.8263 -11.4281 -37.0093
H -13.8766 -12.4697 -36.5991
H -14.9125 -13.9170 -38.4359
H -14.0983 -12.8426 -39.5987
H -15.3440 -12.2137 -38.4718
H -12.0531 -13.7567 -36.7129
C -5.9904 -6.5470 -32.8524
C -7.2910 -6.4861 -32.0617
C -7.9228 -7.8585 -31.9483
O -7.0008 -5.9613 -30.7713
H -6.2102 -6.5162 -33.9200
H -5.4832 -7.5078 -32.6923
H -5.2401 -5.8094 -32.5758
H -7.9849 -5.8454 -32.6220
H -8.8964 -7.7725 -31.4670
H -7.2912 -8.5448 -31.3710
H -7.9778 -8.4099 -32.8880
H -7.8216 -5.6228 -30.4035
```

## Properties
Energy relative to the best compared isomer or geometry (same formula, charge and spin) ... 0.0 kJ/mol
HOMO level ... -0.3089 Ha
Kohn-Sham gap ... 8.73 eV
LUMO level ... 0.0120 Ha

These are the Löwdin partial charges, in e, on atoms 1 to 6:
1. C -0.04
2. C -0.53
3. C -0.02
4. C -0.14
5. C -0.18
6. C -0.14